(1)
C3H11N3 | wB97M-V/def2-TZVPD

Summary:
Energy relative to the best compared isomer or geometry (same formula, charge and spin), kcal/mol: 127.9
E_tot, eV: -7754.53561
Frontier orbital gap (alpha / beta), eV: 8.07 / 7.42

Last column: Löwdin charge in e.
Atoms and positions in Å:
C  -1.83  0.69  0.57  -0.078
C  -0.80  -0.21  -0.11  -0.568
N  -1.29  -1.58  -0.29  0.027
C  -0.01  0.36  -1.17  -0.002
H  -0.52  -2.23  -0.35  0.065
H  -1.82  -1.65  -1.15  0.065
H  -1.41  1.67  0.80  0.068
H  -2.16  0.23  1.50  0.071
H  -2.71  0.82  -0.07  0.070
H  0.39  -0.29  -1.94  0.066
H  -0.11  1.41  -1.42  0.066
N  2.73  -0.13  0.82  -0.050
N  1.58  0.32  0.17  -0.136
H  3.39  0.60  1.06  0.062
H  3.18  -0.86  0.27  0.070
H  1.28  1.17  0.64  0.060
H  0.14  -0.33  0.67  0.143

***

(2)
C38H38F6I2N6O5SSeZr | wB97M-V/def2-TZVPD

Summary:
Energy relative to the best compared isomer or geometry (same formula, charge and spin), kcal/mol: 5.6
Charge: +2
E_tot, eV: -169158.98447
Frontier orbital gap, eV: 6.79

Last column: Löwdin charge in e.
Atoms and positions in Å:
Zr  -1.69  -0.46  0.23  1.626
N  -4.55  2.11  2.65  0.177
C  -3.82  3.19  3.28  -0.237
C  -4.52  4.26  3.79  -0.005
C  -3.79  5.27  4.38  -0.066
C  -2.40  5.17  4.51  -0.053
C  -1.69  4.04  4.05  -0.067
C  -2.49  3.07  3.47  -0.468
S  -1.72  1.54  3.04  1.004
N  -2.68  0.93  1.82  -0.392
C  -3.94  1.25  1.82  -0.330
C  -4.70  0.71  0.67  -0.181
C  -5.99  1.10  0.42  0.030
C  -6.62  0.45  -0.62  -0.023
C  -6.07  -0.59  -1.31  0.008
C  -4.75  -0.85  -0.97  -0.086
N  -4.02  -0.22  -0.06  0.018
H  -5.48  2.30  2.46  0.103
H  -5.66  4.39  3.68  0.157
H  -4.30  6.08  4.91  0.127
H  -1.86  6.03  4.95  0.125
H  -0.58  3.93  4.29  0.140
H  -6.56  1.82  1.01  0.134
H  -7.63  0.80  -0.83  0.134
H  -6.64  -1.04  -2.13  0.144
H  -4.20  -1.61  -1.56  0.132
O  -1.92  -1.98  1.76  -0.184
C  -1.64  -3.18  1.73  -0.116
C  -1.19  -3.88  0.52  -0.118
C  -0.73  -5.18  0.57  0.055
C  -0.27  -5.86  -0.55  -0.115
C  -0.45  -5.26  -1.78  0.009
C  -1.01  -4.02  -1.95  0.049
C  -1.34  -3.26  -0.76  -0.304
O  -1.87  -2.08  -0.90  -0.247
N  0.56  -7.10  -0.35  -0.346
O  1.34  -7.32  -1.23  0.109
O  0.52  -7.75  0.68  0.101
H  -1.85  -3.81  2.59  0.157
H  -0.59  -5.66  1.50  0.129
H  0.03  -5.81  -2.61  0.144
H  -1.12  -3.63  -3.01  0.152
I  2.19  -1.24  -6.01  0.091
I  -0.28  -1.53  -7.09  0.087
C  0.25  2.31  -2.20  0.076
C  -1.21  1.74  -2.15  -0.410
O  -1.34  0.91  -1.14  -0.290
C  -1.64  0.94  -3.42  -0.534
F  -2.97  0.74  -3.55  0.157
F  -1.06  -0.30  -3.39  0.106
F  -1.25  1.56  -4.52  0.178
C  -2.21  2.95  -1.90  -0.543
F  -2.31  3.69  -3.03  0.173
F  -1.89  3.69  -0.88  0.205
F  -3.44  2.41  -1.66  0.127
H  0.99  1.58  -2.18  0.044
H  0.37  3.06  -1.35  0.129
H  0.26  2.88  -3.15  0.112
C  4.43  -0.38  2.96  -0.080
C  3.74  0.87  3.58  -0.257
C  3.53  2.02  2.69  -0.198
C  2.43  2.02  1.59  -0.106
N  2.66  1.12  0.43  -0.002
C  2.02  0.00  0.06  -0.570
Se  0.76  -0.83  1.22  0.817
N  2.40  -0.32  -1.15  0.008
C  2.10  -1.57  -1.86  -0.127
C  3.31  -2.50  -1.90  -0.149
C  3.82  -3.01  -0.54  -0.232
C  2.84  -3.82  0.26  -0.121
C  3.29  0.65  -1.62  -0.158
C  3.86  0.81  -2.86  0.004
C  4.50  2.02  -3.05  -0.042
C  4.61  2.99  -2.04  -0.042
C  4.18  2.72  -0.76  0.009
C  3.41  1.59  -0.61  -0.175
H  4.39  -1.29  3.60  0.090
H  5.47  -0.25  2.71  0.075
H  3.88  -0.69  2.08  0.023
H  4.40  1.27  4.42  0.139
H  2.78  0.62  4.04  0.103
H  4.48  2.11  2.17  0.115
H  3.38  2.95  3.26  0.128
H  2.34  3.01  1.08  0.134
H  1.42  1.82  1.90  0.068
H  1.81  -1.39  -2.86  0.053
H  1.28  -1.99  -1.25  0.085
H  4.12  -1.94  -2.38  0.109
H  3.00  -3.28  -2.62  0.129
H  4.19  -2.24  0.18  0.106
H  4.68  -3.71  -0.68  0.134
H  1.93  -3.33  0.51  -0.003
H  3.30  -4.27  1.14  0.090
H  2.54  -4.73  -0.30  0.077
H  3.64  0.10  -3.64  0.053
H  4.92  2.25  -4.05  0.135
H  5.27  3.83  -2.23  0.123
H  4.31  3.46  0.01  0.123

***

(3)
C14H16O | wB97M-V/def2-TZVPD

Summary:
Energy relative to the best compared isomer or geometry (same formula, charge and spin), kcal/mol: 16.2
SMILES: Cc1ccc(O)cc1.Cc1ccccc1
E_tot, eV: -16824.53403
Frontier orbital gap, eV: 9.24

Last column: Löwdin charge in e.
Atoms and positions in Å:
C  3.37  0.44  -0.65  -0.053
C  2.03  -0.03  -1.14  -0.297
C  1.43  -1.10  -0.47  -0.057
C  0.22  -1.61  -0.89  -0.004
C  -0.50  -0.90  -1.85  -0.329
O  -1.84  -1.23  -2.00  0.020
C  0.08  0.11  -2.59  -0.026
C  1.34  0.56  -2.18  -0.047
H  3.96  1.08  -1.30  0.078
H  4.00  -0.42  -0.43  0.076
H  3.27  0.96  0.32  0.064
H  1.82  -1.51  0.45  0.115
H  -0.30  -2.50  -0.54  0.121
H  -2.02  -1.11  -2.94  0.100
H  -0.43  0.65  -3.37  0.115
H  1.85  1.30  -2.79  0.107
C  -3.00  1.06  0.61  -0.050
C  -1.72  0.85  1.37  -0.264
C  -0.49  1.35  0.93  -0.056
C  0.67  1.12  1.66  -0.113
C  0.68  0.20  2.70  -0.100
C  -0.48  -0.56  2.91  -0.088
C  -1.66  -0.21  2.27  -0.058
H  -3.04  0.44  -0.28  0.071
H  -3.23  2.09  0.34  0.077
H  -3.83  0.74  1.24  0.072
H  -0.52  2.14  0.19  0.114
H  1.51  1.79  1.54  0.101
H  1.58  -0.07  3.24  0.102
H  -0.39  -1.43  3.55  0.100
H  -2.58  -0.64  2.65  0.108

***

(4)
C2H2AlO2P | wB97M-V/def2-TZVPD

Summary:
E_tot, eV: -22083.63620
Frontier orbital gap (alpha / beta), eV: 5.79 / 6.65

Last column: Löwdin charge in e.
Atoms and positions in Å:
P  1.30  0.86  0.36  0.944
O  1.60  -0.53  -0.50  -0.628
O  -0.66  0.53  0.75  -0.431
C  -1.58  0.08  -0.15  -0.442
C  -2.17  -1.15  -0.04  -0.022
H  -2.42  -1.59  0.94  0.070
H  -2.40  -1.72  -0.94  0.044
Al  -0.03  -0.04  -1.36  0.465

***

(5)
C5H6Br9CaO2Rb | wB97M-V/def2-TZVPD

Summary:
Energy relative to the best compared isomer or geometry (same formula, charge and spin), kcal/mol: 0.0
Charge: +2
E_tot, eV: -658840.56367
Frontier orbital gap, eV: 5.94

Last column: Löwdin charge in e.
Atoms and positions in Å:
Rb  -4.18  1.32  0.67  0.860
Ca  -2.91  -0.38  -2.58  1.484
C  0.39  -0.40  -0.01  -0.015
C  -0.78  -0.48  -0.89  -0.642
O  -1.84  0.25  -0.65  -0.362
O  -0.98  -1.38  -1.77  -0.183
H  1.03  -1.28  0.03  0.106
H  0.02  -0.15  0.99  0.055
H  1.01  0.46  -0.24  0.076
C  0.07  2.80  2.33  -1.684
Br  1.21  3.78  3.46  0.664
Br  -1.07  3.89  1.27  0.608
Br  -0.96  1.51  3.34  0.591
H  0.72  2.21  1.70  -0.117
C  -2.87  -3.89  -2.68  -1.648
Br  -4.70  -3.26  -2.83  0.623
Br  -1.89  -3.22  -4.20  0.670
Br  -2.70  -5.76  -2.44  0.732
H  -2.46  -3.41  -1.80  -0.048
C  4.67  1.45  1.33  -1.623
Br  4.73  3.34  1.49  0.623
Br  5.15  0.86  -0.43  0.609
Br  2.96  0.75  1.89  0.640
H  5.40  0.99  1.99  -0.021

***

The lowest E_tot belongs to which entry? C5H6Br9CaO2Rb

***

The highest E_tot belongs to which entry? C3H11N3